1.
Below is the molecule C3H3N3O2 at a distorted geometry, with properties calculated with ωB97M-V with the def2-TZVPD basis set.

Output
E_LUMO	0.11	eV
HOMO	-0.3399	Eh
energy	-11720.3660	eV
charge	0
frontier orbital gap	0.34396	Eh
2S+1	1
SMILES	[H]/N=c1/ocnn1C=O

Last column: Mulliken charge in e.
Element x y z (Å)
H 0.994 -0.065 -2.615  0.302
N 1.110 0.737 -1.780  -0.643
C 0.519 0.585 -0.643  0.553
O 0.520 1.780 0.370  -0.363
C -0.546 1.518 1.105  0.104
N -0.921 0.237 1.112  -0.672
N -0.106 -0.261 0.168  0.546
C -0.019 -1.773 -0.221  0.059
O -0.647 -2.714 0.143  -0.361
H -1.446 2.337 1.405  0.309
H 1.158 -1.766 -0.835  0.166


2.
Below is a cluster of 2 separate species, C3H11NO2S in total at a distorted geometry, with properties calculated with ωB97M-V with the def2-TZVPD basis set.

Output
E_LUMO	0.43	eV
HOMO	-0.3162	Eh
energy	-19707.6733	eV
charge	0
frontier orbital gap	0.33188	Eh
2S+1	1
SMILES	OCNCCS.O

Last column: Mulliken charge in e.
Element x y z (Å)
O -3.121 -0.382 0.033  -0.492
C -2.132 0.535 -0.162  -0.331
N -0.754 0.105 0.058  -0.202
C 0.142 0.327 -1.059  -0.408
C 1.493 -0.324 -1.187  -0.626
S 3.012 0.874 -1.455  -0.226
H -2.987 -0.860 0.853  0.308
H -2.294 1.561 0.454  0.233
H -2.184 0.818 -1.217  0.292
H -0.467 -0.680 0.652  0.192
H 0.308 1.415 -1.278  0.269
H -0.458 -0.017 -1.974  0.242
H 1.518 -0.956 -2.181  0.252
H 1.615 -0.915 -0.239  0.363
H 3.806 0.253 -0.526  0.136
O -1.342 -1.673 4.226  -0.649
H -0.844 -0.860 4.333  0.320
H -2.251 -1.272 4.381  0.325


3.
Below is a structure of composition C4H11NO3 at a distorted geometry, with properties calculated with ωB97M-V with the def2-TZVPD basis set.

Output
E_LUMO	0.65	eV
HOMO	-0.3301	Eh
energy	-11955.2520	eV
charge	0
frontier orbital gap	0.35393	Eh
2S+1	1

Last column: Mulliken charge in e.
Element x y z (Å)
C -0.237 -0.202 -0.013  1.852
C -0.131 1.113 -0.646  -0.511
C -0.216 -0.270 1.494  -1.594
C -1.145 -1.208 -0.684  -1.734
N 1.454 -0.451 -0.725  -0.499
O 2.226 -1.113 0.285  -0.427
O 0.694 2.023 -0.026  -0.507
O -1.725 1.529 -0.193  -0.609
H 2.856 -0.425 0.555  0.320
H 1.485 2.138 -0.575  0.377
H -1.571 2.202 0.489  0.278
H 1.261 -1.222 -1.369  0.282
H -0.197 1.171 -1.727  0.473
H 0.430 -1.097 1.812  0.377
H -1.221 -0.425 1.893  0.351
H 0.189 0.618 1.982  0.372
H -0.866 -2.225 -0.391  0.422
H -1.106 -1.127 -1.773  0.390
H -2.180 -1.027 -0.388  0.387